Formula: C22H27Cl6F5O18
Source: the Open Molecules 2025 dataset
Level of theory: ωB97M-V/def2-TZVPD

The geometry in XYZ format:
```
78
Properties=species:S:1:pos:R:3:forces:R:3
O -2.9261 -2.5661 0.5103 -0.18 -0.11 -0.39
C -2.9414 -1.9484 1.5162 0.62 -0.17 0.48
O -3.7281 -2.1998 2.5834 0.22 -0.18 0.18
C -3.2753 -1.4201 3.6923 -0.50 0.36 0.07
C -2.3985 -0.3514 3.0260 -0.64 -0.50 0.41
F -1.2500 -0.1618 3.7308 0.12 0.12 -0.01
O -2.0961 -0.9204 1.7900 -0.18 0.39 -0.19
H -4.1663 -1.0419 4.1911 0.12 0.24 -0.06
H -2.7028 -1.9866 4.4286 0.14 -0.28 -0.34
H -2.9170 0.6016 2.9139 0.32 0.17 -0.17
O 5.3907 1.5207 3.2447 0.12 0.18 0.18
C 4.4628 0.8094 3.0945 0.22 -0.25 -0.26
O 4.2261 0.0476 2.0096 -0.22 -0.15 0.09
C 2.8801 -0.4465 2.1056 0.13 0.57 -0.07
C 2.6269 -0.3889 3.5917 -0.38 -0.44 0.01
F 2.9742 -1.6060 4.2028 0.08 0.30 -0.08
O 3.4716 0.6148 4.0284 -0.04 -0.07 0.17
H 2.2508 0.2908 1.6107 -0.28 -0.08 -0.08
H 2.7584 -1.4225 1.6581 0.28 -0.07 0.02
H 1.5974 -0.2074 3.8907 0.05 0.23 -0.04
O 0.4838 -2.1950 1.8941 0.05 0.11 -0.18
C 0.7501 -3.0751 2.6422 -0.20 -0.09 -0.06
O -0.0442 -3.5194 3.6192 0.20 -0.13 0.28
C 0.6384 -4.5559 4.3588 -0.53 0.32 -0.36
C 1.9740 -4.6975 3.6229 -0.30 -1.13 0.78
F 2.0719 -5.9636 3.0922 -0.09 0.15 -0.15
O 1.9075 -3.7836 2.5913 0.34 0.35 -0.10
H 0.7053 -4.2405 5.3954 0.20 0.00 0.01
H 0.0359 -5.4567 4.2689 0.17 -0.14 0.07
H 2.8398 -4.5969 4.2731 0.17 0.47 -0.28
O 2.2522 3.1088 1.2429 0.26 -0.19 -0.02
C 1.2577 3.4269 1.8005 0.01 -0.05 0.05
O 0.5610 2.6273 2.6381 -0.08 -0.12 0.17
C -0.5127 3.3684 3.2246 -0.09 0.08 -0.63
C -0.5770 4.6221 2.3593 0.44 0.38 0.30
F -0.6297 5.7450 3.1430 -0.10 -0.08 -0.03
O 0.6631 4.6308 1.6910 -0.25 0.04 -0.20
H -1.4367 2.8074 3.1211 0.08 -0.16 0.26
H -0.2566 3.6355 4.2473 -0.14 -0.08 0.09
H -1.3867 4.6608 1.6386 -0.04 0.00 -0.01
O 1.7555 1.8387 -4.4237 -0.14 0.06 -0.11
C 2.1241 1.7005 -5.5411 0.27 -0.48 0.26
O 3.4072 1.8105 -5.9479 -0.05 0.12 -0.06
C 3.4457 1.7734 -7.3681 -0.18 0.03 -0.38
C 2.0973 1.1673 -7.7364 0.15 -0.11 0.01
F 2.2262 -0.1808 -7.9665 0.01 0.07 -0.01
O 1.3234 1.3445 -6.5870 -0.01 0.34 -0.06
H 3.5628 2.7853 -7.7575 -0.08 0.02 0.04
H 4.2528 1.1536 -7.7492 0.09 -0.08 0.30
H 1.6072 1.6036 -8.6026 -0.10 0.00 0.05
C -0.5531 -0.7666 -2.2280 1.24 0.41 0.11
C -0.3156 0.0370 -0.9547 -0.74 -0.48 -0.87
C 0.6037 1.2484 -1.1483 0.35 -1.09 0.12
O -0.0757 2.2946 -0.4643 0.23 0.23 0.03
C -1.3038 1.8950 -0.1129 0.26 -0.17 -0.38
O -2.0437 2.5917 0.5235 -0.37 0.01 0.20
O -1.5618 0.6659 -0.5633 -0.02 0.28 0.48
H -1.4988 -1.2959 -2.2396 -0.07 -0.01 0.13
H 0.2717 -1.4809 -2.2781 -0.20 -0.18 -0.10
H -0.4213 -0.1180 -3.0910 -0.43 -0.03 -0.11
H -0.0158 -0.6652 -0.1755 -0.04 0.36 0.36
H 0.7480 1.4368 -2.2101 -0.16 0.53 0.04
H 1.5787 1.0764 -0.6939 0.00 0.29 0.09
Cl -4.5749 -0.8251 -5.7888 -0.07 0.04 -0.01
C -3.9035 -0.2186 -4.2680 0.13 -0.02 0.00
Cl -2.5441 0.8782 -4.5279 -0.07 0.01 -0.15
H -4.6677 0.3281 -3.7304 -0.07 -0.02 -0.04
H -3.5575 -1.0770 -3.7056 0.04 0.03 0.07
Cl -1.9946 4.0999 -2.9316 -0.10 0.07 0.04
C -3.4885 4.1985 -1.9747 0.33 -0.11 -0.05
Cl -4.3105 2.6381 -1.8879 -0.16 0.01 0.03
H -3.1947 4.4863 -0.9737 -0.11 -0.03 0.07
H -4.1538 4.9148 -2.4370 0.00 0.03 -0.04
Cl -0.1090 -6.7144 -0.2605 0.20 -0.16 0.02
C -0.0449 -4.9690 -0.0895 -0.50 0.52 -0.19
Cl -0.1510 -4.1179 -1.6480 0.08 -0.22 0.08
H -0.9232 -4.6671 0.4715 0.06 0.06 0.07
H 0.8686 -4.6369 0.3844 0.14 -0.28 0.03
```
Forces are in eV/Å.

Results
Maximum force   0.0273 Eh/bohr
SMILES string   O=C1OC[C@@H](F)O1.O=C1OC[C@@H](F)O1.O=C1OC[C@@H](F)O1.O=C1OC[C@@H](F)O1.O=C1OC[C@@H](F)O1.C[C@H]1COC(=O)O1.ClCCl.ClCCl.ClCCl
Relative energy (zero: lowest compared OMol25 entry of this formula, charge and spin)   0.000 eV
Kohn-Sham gap   10.807 eV
Lowest unoccupied orbital energy   0.2099 eV
Multiplicity   1

=====

Formula: C22H27ClFN3O4S
Source: the Open Molecules 2025 dataset
Level of theory: ωB97M-V/def2-TZVPD

The geometry in XYZ format:
```
59
Properties=species:S:1:pos:R:3:forces:R:3
C 2.4991 3.1799 -0.8605 0.00 0.21 0.11
O 2.1492 2.3181 -1.9336 -0.29 -0.22 -0.28
C 1.1466 1.4233 -1.6681 -0.09 0.35 -0.14
C -0.0902 1.6022 -2.2859 0.39 0.01 0.20
C -1.1419 0.7362 -2.0634 -0.10 -0.06 0.00
C -0.9773 -0.3532 -1.2100 0.36 0.33 -0.16
N -2.0160 -1.2085 -0.8638 0.17 -0.46 -0.01
C -3.3545 -0.9887 -1.0005 0.12 -0.33 0.09
O -3.8597 -0.1358 -1.6919 -0.18 0.17 -0.19
C -4.1659 -2.0027 -0.2008 -0.13 0.05 0.03
N -3.4822 -2.3930 1.0214 -0.08 -0.12 -0.03
C -3.8886 -3.7064 1.4836 0.00 -0.05 0.01
C -3.6321 -1.3924 2.0782 0.09 0.00 0.12
C -2.8104 -0.1574 1.8160 0.01 0.02 0.20
C -1.4376 -0.1800 2.0545 -0.19 0.38 -0.02
F -0.8970 -1.3337 2.4975 0.01 -0.04 -0.03
C -0.6083 0.9061 1.8538 -0.08 -0.21 0.18
C -1.1707 2.0777 1.3772 -0.09 -0.10 0.07
C -2.5286 2.1509 1.1282 -0.07 0.06 -0.05
C -3.3378 1.0469 1.3564 0.47 0.01 0.11
Cl -5.0277 1.2020 1.0627 -0.38 0.12 -0.01
C 0.2748 -0.5744 -0.6410 -0.22 -0.17 -0.18
C 1.3164 0.3029 -0.8588 0.69 -0.08 0.10
S 2.8092 -0.0503 0.0770 -0.12 0.35 -0.32
O 2.8203 -1.4627 0.3448 -0.07 -0.08 -0.17
O 2.8300 0.8229 1.2218 0.20 0.07 0.08
N 4.0276 0.4294 -0.9485 -1.01 -0.21 0.68
C 4.1660 -0.4119 -2.1176 -0.11 -0.53 -0.41
C 4.9966 -1.6648 -1.8395 0.12 0.14 -0.12
C 6.3468 -1.2705 -1.2449 -0.15 -0.15 0.18
C 6.1228 -0.4400 0.0170 0.11 0.16 -0.24
C 5.2819 0.7903 -0.3208 0.30 0.06 0.67
H 2.6906 2.6278 0.0603 -0.01 0.15 -0.10
H 3.4025 3.6961 -1.1777 -0.01 0.05 0.05
H 1.7012 3.9118 -0.6897 0.04 -0.02 -0.01
H -0.2144 2.4507 -2.9408 0.02 0.10 -0.06
H -2.1004 0.9106 -2.5232 -0.02 0.00 -0.02
H -1.7877 -1.9373 -0.1923 -0.16 0.19 -0.04
H -5.1678 -1.5832 -0.0247 0.13 0.00 -0.07
H -4.2824 -2.8842 -0.8384 0.00 0.04 0.03
H -4.9469 -3.7492 1.7769 -0.03 -0.02 0.02
H -3.7165 -4.4316 0.6897 -0.03 -0.06 0.01
H -3.2761 -3.9848 2.3398 -0.03 -0.05 0.04
H -4.6867 -1.1103 2.2175 0.13 -0.10 0.03
H -3.2699 -1.8454 3.0046 -0.08 0.03 -0.06
H 0.4486 0.8247 2.0553 0.11 -0.03 0.03
H -0.5445 2.9380 1.2040 0.08 0.11 -0.03
H -2.9715 3.0628 0.7605 -0.06 0.07 -0.04
H 0.4605 -1.4274 -0.0059 -0.09 -0.16 0.10
H 4.6322 0.1930 -2.9026 -0.10 0.00 0.02
H 3.1569 -0.6792 -2.4396 0.09 0.00 -0.24
H 5.1315 -2.2252 -2.7660 -0.04 -0.03 -0.02
H 4.4541 -2.2882 -1.1275 0.04 -0.07 -0.10
H 6.9117 -0.6819 -1.9732 0.09 0.00 -0.04
H 6.9271 -2.1642 -1.0093 0.06 0.03 -0.06
H 7.0751 -0.1267 0.4478 -0.01 0.00 0.07
H 5.5848 -1.0377 0.7555 0.06 -0.01 0.09
H 5.8211 1.4455 -1.0134 -0.07 0.00 0.02
H 5.0312 1.3509 0.5805 0.20 0.11 -0.08
```
Forces are in eV/Å.

Results
Maximum force   0.0240 Eh/bohr
SMILES string   COc1ccc(NC(=O)CN(C)Cc2c(F)cccc2Cl)cc1S(=O)(=O)N1CCCCC1
Kohn-Sham gap   9.123 eV
Lowest unoccupied orbital energy   0.7334 eV
Multiplicity   1

=====

Formula: C22H27FN2O3
Source: the Open Molecules 2025 dataset
Level of theory: ωB97M-V/def2-TZVPD

The geometry in XYZ format:
```
55
Properties=species:S:1:pos:R:3:forces:R:3
C -6.9400 -1.2846 -0.4923 3.98 -0.57 0.92
C -5.3815 -1.7259 -0.4644 -3.56 3.77 -1.56
C -4.4648 -0.4502 -0.1843 -2.12 -10.24 -1.87
O -4.9803 0.5649 -0.1620 -1.20 6.69 0.47
C -3.1741 -1.0288 -0.0338 1.86 12.41 4.18
C -2.6757 -2.1847 -0.0550 1.93 -3.73 -0.14
C -1.3711 -2.4470 0.3215 2.93 4.46 -0.70
C -0.5115 -1.2732 0.5421 -0.67 -4.87 1.22
C -1.1181 -0.0175 0.8097 7.50 0.19 1.68
C -2.3549 0.1256 0.6194 -8.11 2.15 -2.30
H -2.9007 1.3371 0.8219 1.60 -4.36 -0.71
H -0.5485 0.8416 1.1983 0.22 -0.62 -0.23
O 0.8577 -1.5843 0.8328 -10.32 15.59 3.11
C 1.5340 -2.4977 0.6214 6.05 -17.11 -4.11
C 2.9952 -2.4263 0.7523 0.02 0.07 9.34
O 3.4309 -3.7474 1.2275 3.15 -0.50 -1.26
H 4.4874 -3.8317 1.3091 -3.65 0.70 -0.52
C 3.7816 -1.7907 -0.1733 2.59 2.66 -7.80
N 3.6617 -0.2534 -0.6560 -2.39 -2.36 3.45
C 2.3806 -0.0551 -1.3253 -1.03 2.86 0.40
C 2.4485 1.3318 -2.0603 -0.47 0.76 4.93
N 2.3943 2.3691 -0.7088 7.23 -5.30 -6.00
C 1.3173 2.8011 -0.2251 -2.87 1.15 3.81
C 1.1520 3.0119 1.2629 6.35 -3.02 -8.32
C 0.0457 3.6276 1.3971 7.51 1.04 17.34
C -0.9622 3.6999 0.8164 -15.33 0.99 -10.18
C -0.9718 3.2334 -0.5318 -1.42 3.79 2.23
C 0.2279 3.0978 -1.1031 0.70 -1.42 3.60
H 0.1427 2.7341 -2.0243 0.61 -0.86 -4.06
H -1.8106 3.5596 -1.0800 -1.19 -0.58 -0.94
F -2.1806 4.2642 1.3161 1.75 -0.97 -0.36
H -0.0492 3.6369 2.5700 -0.56 1.35 -1.47
H 2.0730 2.8264 1.7777 -0.47 0.29 1.15
C 3.6465 1.8615 -0.0634 -0.69 16.09 -1.47
H 3.7349 2.6621 0.7555 0.46 -0.38 -0.67
C 3.6415 0.7684 0.5618 -3.12 -14.70 4.51
H 4.5201 0.3631 0.9459 1.82 0.58 1.60
H 2.7088 0.4932 1.4338 2.50 1.05 -2.80
H 4.5318 2.1092 -0.6696 -0.57 -0.49 -0.23
H 1.5438 1.6571 -2.5425 0.47 -0.45 -1.22
H 3.5059 1.3876 -2.3703 -1.02 0.61 -0.90
H 2.2936 -0.7302 -2.0417 0.21 -3.30 -3.79
H 1.3560 -0.2485 -0.8812 1.36 0.93 0.74
H 4.8265 -1.9330 0.0707 0.35 0.16 -0.08
H 3.5944 -2.2772 -1.2322 0.65 0.46 1.75
H 3.2493 -1.8777 1.7889 -1.08 -0.06 -1.78
H 1.2415 -3.5426 1.2271 0.46 2.15 -0.81
H 1.4951 -2.9631 -0.4394 -0.58 0.50 0.35
H -0.8377 -3.2042 -0.1390 0.69 -2.29 -0.04
H -3.3365 -2.8463 -0.4534 -1.09 -2.88 -0.97
H -5.1784 -2.1193 -1.4481 0.41 -0.43 -0.20
H -5.3952 -2.4179 0.2782 0.87 -2.31 2.03
H -7.4364 -2.0747 -0.9143 -1.78 -2.44 0.02
H -7.0306 -0.6185 -1.2579 -0.30 2.74 -1.58
H -7.2104 -0.9135 0.4748 -0.62 0.05 0.24
```
Forces are in eV/Å.

Results
Maximum force   0.3687 Eh/bohr
Relative energy (zero: lowest compared OMol25 entry of this formula, charge and spin)   19.426 eV
Kohn-Sham gap   7.294 eV
Lowest unoccupied orbital energy   -0.0817 eV
Multiplicity   1

=====

Formula: C22H27IN3O9Ru
Source: the Open Molecules 2025 dataset
Level of theory: ωB97M-V/def2-TZVPD

The geometry in XYZ format:
```
63
Properties=species:S:1:pos:R:3:forces:R:3
Ru -0.7513 -0.3850 0.4111 -0.62 -0.04 -0.53
O 2.5029 -1.2414 -1.4354 -0.10 -0.19 -0.16
C 2.6624 -2.3291 -0.5448 0.06 0.14 0.03
C 2.8785 -1.8340 0.8715 -0.06 -0.18 -0.05
N 1.6226 -1.4736 1.5404 0.07 -0.33 0.11
C 1.8250 -0.2777 2.3517 -0.16 0.18 -0.32
C 1.9835 0.9255 1.4122 0.30 0.17 0.41
O 2.7896 1.8114 1.6831 -0.21 -0.18 -0.12
O 1.2247 0.8900 0.3705 -0.37 -0.28 -0.01
C 1.1111 -2.5713 2.3466 -0.33 0.20 0.05
C -0.3842 -2.4345 2.7402 0.60 -0.41 0.10
O -0.7920 -3.2066 3.6060 -0.03 0.17 -0.15
O -1.0705 -1.5708 2.1124 -0.07 0.59 -0.27
H 2.0292 -0.5323 -0.9739 -0.13 0.16 0.08
H 1.7981 -3.0060 -0.5775 0.01 0.00 0.00
H 3.5378 -2.8861 -0.8898 0.00 -0.02 0.02
H 3.4327 -2.5755 1.4673 -0.01 0.02 0.01
H 3.5052 -0.9444 0.7858 0.06 0.01 0.12
H 0.9330 -0.0997 2.9534 -0.06 0.05 0.10
H 2.7005 -0.3693 3.0081 -0.01 0.05 -0.03
H 1.1972 -3.5079 1.7900 0.03 0.01 0.01
H 1.6842 -2.6810 3.2769 0.01 -0.10 0.02
I -3.3522 2.4969 -5.2899 0.04 0.00 0.01
C -1.8135 1.8673 -3.1017 -0.14 0.00 -0.19
C -0.9590 2.6727 -2.3708 0.04 -0.16 0.09
N -0.5035 1.9689 -1.3209 -0.03 0.22 -0.35
N -1.0112 0.7290 -1.3220 0.23 0.03 0.39
C -1.8148 0.6659 -2.4034 0.01 0.08 -0.07
H -0.6381 3.6900 -2.5274 0.01 0.01 0.02
H 0.1745 2.1911 -0.6020 0.07 -0.09 0.09
H -2.3545 -0.2404 -2.6176 -0.01 -0.05 0.11
C -1.2380 -4.1285 -0.2034 -0.08 0.18 -0.01
C -1.7353 -3.0512 -1.1904 0.14 -0.26 -0.12
C -0.6980 -2.8927 -2.3102 -0.13 0.12 0.08
C -3.0555 -3.5403 -1.8086 0.07 0.05 0.06
C -1.9915 -1.7673 -0.4647 0.39 0.55 0.42
H -1.0572 -5.0725 -0.7274 0.01 -0.03 0.00
H -1.9743 -4.2933 0.5857 0.05 0.00 0.03
H -0.3119 -3.8021 0.2706 0.00 -0.06 -0.02
H -0.4718 -3.8624 -2.7637 0.02 -0.01 0.02
H 0.2240 -2.4587 -1.9276 0.10 0.03 -0.03
H -1.0660 -2.2294 -3.0947 0.00 0.02 0.01
H -2.8893 -4.4624 -2.3735 -0.02 -0.01 -0.02
H -3.4656 -2.7865 -2.4833 -0.01 -0.02 -0.02
H -3.7925 -3.7425 -1.0275 -0.01 0.02 -0.02
H -2.9277 -1.7547 0.1023 0.01 0.06 0.02
O -0.8991 1.1969 3.3622 -0.01 -0.05 -0.25
C -1.3436 1.9437 2.4879 -0.05 0.20 0.32
O -1.5805 1.6859 1.2632 0.34 -0.79 0.05
C -1.6471 3.3772 2.9156 -0.01 -0.15 0.07
C -1.9871 3.6110 4.2414 0.06 0.03 0.00
C -2.2272 4.8988 4.7213 -0.06 0.11 0.03
C -2.0934 5.9268 3.8212 0.07 0.03 -0.16
O -2.2546 7.2847 4.0345 -0.05 -0.12 0.11
C -1.9325 7.9076 2.8006 0.01 0.33 -0.03
O -1.6735 6.9103 1.8342 -0.02 -0.15 -0.10
C -1.7490 5.7003 2.5021 -0.02 0.01 0.23
C -1.5304 4.4366 2.0137 -0.04 0.12 -0.19
H -2.0375 2.7623 4.9094 0.02 -0.03 -0.03
H -2.4972 5.0827 5.7530 0.00 0.01 -0.01
H -1.0447 8.5411 2.9297 0.02 -0.11 0.02
H -2.7752 8.5292 2.4765 -0.01 -0.10 0.00
H -1.2748 4.2565 0.9781 -0.02 -0.05 0.01
```
Forces are in eV/Å.

Results
Maximum force   0.0168 Eh/bohr
Relative energy (zero: lowest compared OMol25 entry of this formula, charge and spin)   1.273 eV
Kohn-Sham gap (alpha / beta)   5.423 / 6.868 eV
Lowest unoccupied orbital energy (alpha / beta)   4.0302 / 4.0115 eV
Net charge   -2
Multiplicity   6